[1]
Formula: C22H24N2O3
Source: the OMol25 dataset
Level of theory: the ωB97M-V functional and the def2-TZVPD basis

Geometry as ORCA input:
```
! wB97M-V def2-TZVPD RIJCOSX def2/J DEFGRID3
* xyz 0 1
C -1.895 4.530 -0.714
C -0.566 4.138 -0.144
C -0.077 4.761 0.997
C 1.138 4.408 1.548
C 1.905 3.413 0.950
C 1.435 2.796 -0.200
C 0.206 3.144 -0.746
C -0.280 2.439 -1.976
H 0.446 1.702 -2.312
H -0.452 3.150 -2.784
H -1.224 1.931 -1.778
H 2.013 2.036 -0.701
O 3.095 3.121 1.574
C 3.853 2.037 1.101
C 3.105 0.744 1.181
C 2.243 0.243 2.114
C 1.822 -0.988 1.552
N 2.401 -1.181 0.390
O 3.197 -0.118 0.154
C 0.832 -1.945 2.114
O 0.404 -1.854 3.247
N 0.478 -2.895 1.226
H 0.879 -2.839 0.302
C -0.587 -3.836 1.450
H -0.256 -4.826 1.122
H -0.781 -3.854 2.524
C -1.881 -3.446 0.697
C -1.572 -3.239 -0.766
C -1.726 -4.294 -1.658
C -1.416 -4.145 -2.998
C -0.940 -2.933 -3.469
C -0.780 -1.876 -2.591
C -1.092 -2.027 -1.251
H -0.962 -1.189 -0.584
H -0.410 -0.927 -2.950
H -0.698 -2.814 -4.515
H -1.546 -4.976 -3.676
H -2.099 -5.243 -1.298
C -2.537 -2.232 1.350
H -1.829 -1.416 1.472
H -2.908 -2.497 2.337
H -3.372 -1.882 0.747
H -2.566 -4.297 0.784
H 1.936 0.670 3.044
H 4.733 2.005 1.753
H 4.189 2.193 0.066
H 1.511 4.887 2.438
H -0.663 5.535 1.470
H -2.571 3.675 -0.738
H -1.784 4.892 -1.736
H -2.352 5.315 -0.117
*
```

Output
LUMO level ... 0.7 eV
SMILES string ... Cc1ccc(OCc2cc(C(=O)NC[C@@H](C)c3ccccc3)no2)cc1C
Relative energy (zero: lowest compared OMol25 entry of this formula, charge and spin) ... 72.9 kcal per mole
Frontier orbital gap ... 9.165 eV


[2]
Formula: C22H24N2O4
Source: the OMol25 dataset
Level of theory: the ωB97M-V functional and the def2-TZVPD basis

Geometry as ORCA input:
```
! wB97M-V def2-TZVPD RIJCOSX def2/J DEFGRID3
* xyz 0 1
C -2.597 2.513 -1.746
C -3.019 2.235 -0.527
C -2.204 2.532 0.705
N -1.060 1.644 0.871
C 0.117 2.023 0.320
O 0.228 3.058 -0.328
C 1.322 1.197 0.535
C 1.821 0.462 1.581
C 3.113 0.014 1.200
C 4.094 -0.763 1.814
C 5.268 -1.019 1.142
C 5.494 -0.513 -0.149
C 4.535 0.263 -0.782
C 3.355 0.523 -0.102
N 2.261 1.235 -0.469
H 2.141 1.794 -1.298
H 4.727 0.647 -1.771
O 6.637 -0.733 -0.869
C 7.666 -1.496 -0.293
H 7.339 -2.519 -0.075
H 8.049 -1.034 0.623
H 8.460 -1.526 -1.037
H 6.022 -1.621 1.624
H 3.937 -1.161 2.805
H 1.359 0.291 2.534
C -1.352 0.318 1.373
C -2.314 -0.415 0.473
C -3.599 -0.721 0.890
C -4.487 -1.369 0.038
C -4.064 -1.700 -1.245
C -2.781 -1.407 -1.666
C -1.889 -0.770 -0.812
O -0.598 -0.454 -1.122
C -0.117 -0.773 -2.403
H 0.928 -0.464 -2.409
H -0.173 -1.848 -2.599
H -0.661 -0.230 -3.182
H -2.489 -1.681 -2.667
H -4.759 -2.193 -1.906
O -5.770 -1.711 0.356
C -6.248 -1.396 1.640
H -6.245 -0.315 1.819
H -7.274 -1.760 1.670
H -5.665 -1.895 2.421
H -3.894 -0.439 1.889
H -1.773 0.405 2.382
H -0.422 -0.247 1.415
H -2.821 2.452 1.603
H -1.796 3.545 0.631
H -3.978 1.758 -0.371
H -3.184 2.277 -2.618
H -1.643 2.985 -1.908
*
```

Output
LUMO level ... 0.7 eV
SMILES string ... C=CCN(Cc1cc(OC)ccc1OC)C(=O)c1cc2ccc(OC)cc2[nH]1
Relative energy (zero: lowest compared OMol25 entry of this formula, charge and spin) ... 79.9 kcal per mole
Frontier orbital gap ... 8.291 eV


[3]
Formula: C22H24N4OP2Zr
Source: the OMol25 dataset
Level of theory: the ωB97M-V functional and the def2-TZVPD basis

Geometry as ORCA input:
```
! wB97M-V def2-TZVPD RIJCOSX def2/J DEFGRID3
* xyz 2 1
C 3.366 -2.049 -1.632
C 2.211 -1.271 -1.595
C 0.989 -1.846 -1.127
C 0.966 -3.264 -0.863
C 2.173 -4.017 -0.902
C 3.374 -3.395 -1.218
C -0.260 -3.846 -0.521
C -1.448 -3.105 -0.548
C -1.352 -1.698 -0.831
C -2.563 -0.942 -0.957
C -3.784 -1.536 -0.646
C -3.867 -2.878 -0.224
C -2.719 -3.666 -0.219
H 4.313 -1.597 -1.942
H 2.134 -5.074 -0.621
H 4.320 -3.935 -1.163
H -0.324 -4.898 -0.242
H -4.702 -0.940 -0.683
H -4.832 -3.280 0.100
H -2.759 -4.722 0.069
N -0.120 -1.085 -0.829
Zr 0.164 0.556 1.213
C 2.272 0.178 -1.968
H 1.438 0.509 -2.598
H 3.237 0.424 -2.417
C -2.524 0.506 -1.347
H -1.808 0.715 -2.152
H -3.530 0.874 -1.587
P 2.165 1.171 -0.408
P -1.938 1.521 0.106
C -3.510 1.625 1.008
H -3.349 2.336 1.830
H -4.272 2.007 0.310
H -3.801 0.640 1.398
C -1.865 3.132 -0.732
H -2.866 3.342 -1.134
H -1.595 3.883 0.021
H -1.125 3.113 -1.546
C 3.793 0.798 0.312
H 4.570 1.052 -0.418
H 3.896 1.430 1.204
H 3.848 -0.267 0.569
C 2.406 2.844 -1.057
H 2.465 3.497 -0.176
H 3.358 2.865 -1.601
H 1.581 3.136 -1.721
C -1.281 -0.112 2.796
O -1.913 -0.314 3.744
H 0.638 -1.043 1.774
N 0.766 2.027 2.565
C 0.893 2.901 3.374
N 1.137 3.952 4.004
C 0.889 4.547 5.132
N 0.747 5.201 6.097
*
```

Output
LUMO level ... -8.4 eV
Relative energy (zero: lowest compared OMol25 entry of this formula, charge and spin) ... 17.0 kcal per mole
Frontier orbital gap ... 5.739 eV


The following energy values (in Ha) correspond, in order, to the records above: -1187.948327, -1263.169691, -1876.201221.